w) Molecular formula: C5H11ClN2
Method: DFT, ωB97M-V/def2-TZVPD

Each line ends with the Löwdin charge.
Atoms and positions in Å:
C1 1.601 -1.084 0.237  -0.24
C2 0.505 -0.234 0.873  -0.21
C3 -0.796 -0.007 0.235  -0.44
C4 -0.871 1.027 -0.630  -0.27
C5 -1.615 -1.063 0.240  -0.51
H1 3.283 -0.840 -1.128  0.03
H2 1.909 -0.435 -2.072  0.17
H3 1.266 -2.224 -0.094  0.16
H4 2.326 -0.984 0.983  0.07
H5 0.357 -0.518 1.942  0.14
H6 0.933 0.693 0.998  0.08
H7 -1.497 0.893 -1.524  0.11
H8 0.185 1.293 -0.801  0.11
H9 -1.025 2.363 1.107  0.10
H10 -2.652 2.163 -0.044  0.15
H11 -1.601 -1.916 0.919  0.07
N1 2.372 -0.422 -0.921  -0.08
N2 -1.447 2.407 0.039  -0.05
Cl1 -3.234 -1.112 -0.358  0.61

Calculated values
SMILES string = NCC/C(=C/Cl)CN
HOMO level = -8.9 eV
LUMO energy = 0.02671 Ha

***

x) Molecular formula: C5H11ClN2
Method: DFT, ωB97M-V/def2-TZVPD

Each line ends with the Löwdin charge.
Atoms and positions in Å:
C1 -1.584 1.486 0.502  -0.18
C2 -0.911 0.517 -0.467  -0.78
C3 0.559 0.394 -0.195  -0.52
C4 0.895 -0.344 1.200  -0.25
C5 1.593 -0.644 -0.936  -0.09
H1 -2.825 0.907 0.907  0.14
H2 -0.822 1.524 1.728  0.18
H3 -1.580 2.618 -0.245  0.15
H4 -1.040 0.729 -1.462  0.06
H5 1.373 1.985 -1.232  0.08
H6 2.311 1.632 0.010  0.11
H7 0.071 -0.964 1.410  0.04
H8 1.261 0.297 2.001  0.11
H9 1.778 -2.123 0.660  0.09
H10 1.263 -1.520 -1.779  0.14
H11 2.482 -0.035 -1.534  0.12
N1 1.267 1.717 -0.230  0.03
N2 1.856 -1.119 0.570  -0.06
Cl1 -1.732 -1.040 -0.204  0.64

Calculated values
HOMO level = -8.7 eV
LUMO energy = 0.02881 Ha

***

Least stable = x)

***

w) Molecular formula: C7H10NO
Method: DFT, ωB97M-V/def2-TZVPD

Each line ends with the Löwdin charge.
Atoms and positions in Å:
C1 -0.842 -0.433 -1.609  -0.04
C2 -0.550 -1.846 -1.598  -0.02
C3 -0.661 0.452 -0.672  -0.05
C4 0.208 -2.193 -0.532  0.00
C5 1.324 2.107 0.232  0.09
C6 1.264 0.880 0.670  -0.04
C7 -0.930 0.179 1.711  0.06
N1 0.005 0.024 0.593  -0.26
O1 0.465 -1.301 0.559  -0.03
H1 -1.279 -0.018 -2.514  0.14
H2 -0.690 -2.350 -2.478  0.09
H3 -0.794 1.468 -0.901  0.11
H4 0.712 -3.242 -0.360  0.19
H5 2.233 2.702 0.283  0.10
H6 0.751 2.697 -0.450  0.08
H7 2.115 0.290 1.107  0.16
H8 -0.262 0.322 2.698  0.17
H9 -1.517 1.021 1.426  0.10
H10 -1.552 -0.759 1.835  0.14

Calculated values
SMILES string = C=C[N@@+]1(C)C=CC=CO1
HOMO level = -13.3 eV
LUMO energy = -0.13105 Ha
net charge = +1

***

x) Molecular formula: C7H10NO
Method: DFT, ωB97M-V/def2-TZVPD

Each line ends with the Löwdin charge.
Atoms and positions in Å:
C1 -0.419 0.018 0.389  0.07
C2 1.165 1.567 0.003  0.12
C3 1.264 1.180 -1.444  -0.41
C4 -1.012 -1.109 0.981  -0.25
C5 2.029 2.110 -2.341  0.00
C6 -1.112 -1.154 2.382  -0.05
C7 -1.765 -2.119 0.132  0.00
N1 0.718 0.161 -1.831  0.33
O1 0.342 0.985 0.802  0.13
H1 1.705 2.346 0.309  0.12
H2 1.637 3.120 -2.121  0.11
H3 1.815 1.865 -3.325  0.07
H4 3.080 2.089 -2.306  0.08
H5 -0.736 -2.090 2.741  0.10
H6 -2.257 -1.271 2.795  0.19
H7 -0.578 -0.372 2.887  0.09
H8 -1.978 -1.799 -0.857  0.08
H9 -2.743 -2.583 0.470  0.13
H10 -1.155 -2.943 0.333  0.08

Calculated values
HOMO level (alpha / beta) = -13.7 / -13.7 eV
LUMO energy (alpha / beta) = -0.24401 / -0.24288 Ha
net charge = +1

***

Least stable = x)

***

w) Molecular formula: C4H11NO
Method: DFT, ωB97M-V/def2-TZVPD

Each line ends with the Löwdin charge.
Atoms and positions in Å:
C1 -1.035 1.486 0.326  0.01
C2 -0.159 0.309 0.612  -0.32
C3 1.033 0.403 1.329  0.23
C4 0.178 -2.119 0.123  -0.01
N1 -0.553 -0.869 0.102  0.07
H1 -1.860 1.452 1.036  0.11
H2 -1.464 1.428 -0.670  0.10
H3 -0.471 2.402 0.457  0.10
H4 1.080 1.200 2.052  0.11
H5 1.870 -0.278 1.298  0.09
H6 -0.330 -2.854 0.744  0.11
H7 1.202 -2.004 0.469  0.09
H8 0.221 -2.521 -0.879  0.11
H9 -1.556 -0.986 0.181  0.18
H10 0.558 0.589 -1.728  -0.01
H11 0.946 1.549 -2.815  0.06
O1 0.338 0.813 -2.637  -0.04

Calculated values
2S+1 = 2
HOMO level (alpha / beta) = -15.1 / -15.2 eV
LUMO energy (alpha / beta) = -0.14874 / -0.26524 Ha
net charge = +1

***

x) Molecular formula: C4H11NO
Method: DFT, ωB97M-V/def2-TZVPD

Each line ends with the Löwdin charge.
Atoms and positions in Å:
C1 -0.287 0.089 0.380  -0.12
N1 1.213 0.186 0.534  0.16
C2 1.830 -0.871 1.261  -0.18
O1 1.800 -2.061 0.413  0.01
C3 -0.747 0.917 -0.842  -0.20
C4 -2.128 0.348 -1.296  -0.06
H1 -0.532 0.570 1.338  0.16
H2 -0.545 -0.959 0.522  0.14
H3 1.429 1.172 0.696  0.19
H4 2.891 -0.639 1.356  0.15
H5 1.377 -1.042 2.246  0.17
H6 1.851 -1.619 -0.444  0.10
H7 -0.968 1.954 -0.525  0.12
H8 0.152 1.166 -1.397  0.11
H9 -2.787 0.274 -0.444  0.08
H10 -2.039 -0.595 -1.814  0.08
H11 -2.509 1.110 -1.982  0.09

Calculated values
2S+1 = 2
HOMO level (alpha / beta) = -15.9 / -15.8 eV
LUMO energy (alpha / beta) = -0.12556 / -0.31403 Ha
net charge = +1

***

y) Molecular formula: C4H11NO
Method: DFT, ωB97M-V/def2-TZVPD

Each line ends with the Löwdin charge.
Atoms and positions in Å:
N1 2.531 -0.330 2.342  0.28
C1 1.671 -1.259 1.738  -0.20
C2 -0.049 0.751 -1.104  -0.06
C3 0.942 0.035 -0.260  -0.11
C4 0.654 -0.645 0.856  -0.10
H1 2.131 0.600 2.419  0.16
H2 3.119 -0.668 3.098  0.16
H3 1.229 -1.895 2.529  0.18
H4 2.296 -2.027 1.259  0.18
H5 -0.307 0.107 -1.955  0.10
H6 -0.956 1.064 -0.600  0.09
H7 0.415 1.625 -1.559  0.09
H8 1.995 0.259 -0.421  0.12
H9 -0.379 -0.787 1.126  0.12
H10 -4.550 0.465 -2.259  0.03
H11 -5.540 1.452 -2.897  0.04
O1 -4.668 1.057 -3.011  -0.06

Calculated values
2S+1 = 2
HOMO level (alpha / beta) = -13.5 / -13.5 eV
LUMO energy (alpha / beta) = -0.13004 / -0.31302 Ha
net charge = +1

***

Least stable = x)

***

w) Molecular formula: C4H11NO
Method: DFT, ωB97M-V/def2-TZVPD

Each line ends with the Löwdin charge.
Atoms and positions in Å:
C1 0.028 1.664 -2.020  -0.14
C2 1.038 0.533 -1.697  -0.14
H1 -0.595 1.951 -1.172  0.06
H2 0.505 2.564 -2.396  0.07
H3 -0.632 1.403 -2.846  0.07
H4 0.495 -0.354 -2.039  0.06
H5 1.073 0.468 -0.629  0.01
H6 1.971 0.633 -2.235  0.08
C3 -1.252 0.075 1.813  0.08
C4 -0.281 -0.671 0.937  -0.44
O1 -0.711 -1.273 -0.072  0.36
N1 0.962 -0.711 1.324  0.26
H7 -0.707 0.935 2.204  0.12
H8 -1.634 -0.554 2.611  0.12
H9 1.641 -1.253 0.804  0.17
H10 1.170 -0.422 2.270  0.16
H11 -2.095 0.501 1.293  0.11

Calculated values
2S+1 = 2
HOMO level (alpha / beta) = -15.1 / -15.1 eV
LUMO energy (alpha / beta) = -0.16168 / -0.33701 Ha
net charge = +1

***

x) Molecular formula: C4H11NO
Method: DFT, ωB97M-V/def2-TZVPD

Each line ends with the Löwdin charge.
Atoms and positions in Å:
C1 -0.210 1.703 0.897  0.08
C2 -1.201 1.214 1.917  -0.41
O1 -1.518 2.016 2.827  0.37
N1 -1.648 -0.019 1.897  0.27
H1 0.141 2.709 1.084  0.11
H2 -0.682 1.591 -0.080  0.13
H3 -2.417 -0.258 2.513  0.16
H4 -1.542 -0.559 1.034  0.16
H5 0.659 1.049 0.960  0.10
C3 1.087 -0.877 -2.329  -0.16
C4 1.025 -1.486 -0.935  -0.17
H6 1.306 -1.656 -3.058  0.07
H7 0.166 -0.397 -2.661  0.06
H8 1.875 -0.140 -2.427  0.06
H9 1.260 -0.758 -0.151  0.03
H10 1.692 -2.328 -0.805  0.07
H11 0.006 -1.803 -0.682  0.05

Calculated values
2S+1 = 2
HOMO level (alpha / beta) = -15.1 / -15.1 eV
LUMO energy (alpha / beta) = -0.16357 / -0.33815 Ha
net charge = +1

***

Least stable = w)

***

w) Molecular formula: C4H11NO
Method: DFT, ωB97M-V/def2-TZVPD

Each line ends with the Löwdin charge.
Atoms and positions in Å:
C1 0.322 -1.213 -0.551  0.00
C2 -0.810 -0.446 0.036  -0.32
C3 -2.095 -0.656 -0.494  0.22
C4 0.570 0.692 1.745  0.01
N1 -0.681 0.349 1.066  0.08
H1 1.235 -1.094 0.028  0.09
H2 0.492 -1.058 -1.611  0.11
H3 0.029 -2.260 -0.394  0.12
H4 -2.223 -1.092 -1.477  0.10
H5 -2.985 -0.360 0.048  0.10
H6 1.383 0.685 1.037  0.08
H7 0.750 0.003 2.568  0.12
H8 0.475 1.685 2.176  0.11
H9 -1.556 0.652 1.490  0.17
H10 1.522 1.741 -2.556  0.05
H11 1.543 1.200 -1.143  -0.01
O1 2.031 1.172 -1.968  -0.03

Calculated values
2S+1 = 2
HOMO level (alpha / beta) = -14.8 / -15.1 eV
LUMO energy (alpha / beta) = -0.13198 / -0.24860 Ha
net charge = +1

***

x) Molecular formula: C4H11NO
Method: DFT, ωB97M-V/def2-TZVPD

Each line ends with the Löwdin charge.
Atoms and positions in Å:
C1 -1.846 0.385 -1.326  0.04
C2 -0.616 -0.423 -1.169  -0.46
O1 0.372 -0.408 -1.875  0.22
N1 -0.544 -1.289 -0.069  0.35
H1 -2.700 -0.038 -0.818  0.10
H2 -2.111 0.460 -2.377  0.12
H3 0.283 -1.868 0.087  0.17
H4 -1.286 -1.397 0.621  0.16
H5 -1.641 1.375 -0.936  0.11
C3 2.032 0.783 1.972  -0.13
C4 0.522 0.794 1.959  -0.12
H6 2.429 1.800 1.905  0.09
H7 2.410 0.330 2.885  0.08
H8 2.469 0.336 1.081  0.07
H9 0.187 -0.228 1.606  0.06
H10 0.106 1.416 1.161  0.07
H11 0.096 0.933 2.948  0.09

Calculated values
2S+1 = 2
HOMO level (alpha / beta) = -15.8 / -15.7 eV
LUMO energy (alpha / beta) = -0.14011 / -0.35398 Ha
net charge = +1

***

Least stable = x)